Record 1
DFT (the ωB97M-V functional and the def2-TZVPD basis) results for 16 unconnected molecules or ions with the total composition C64H176N16O16 in a non-equilibrium geometry.

Computed properties:
E = -125811.435 eV
Energy above the lowest of the compared OMol25 structures with the same formula, charge and spin = 525.2 kJ/mol
HOMO-LUMO gap = 8.19 eV
LUMO level = 0.3242 eV

Cartesian coordinates (Å):
C -7.19628 -3.55279 0.43147
C -5.96292 -2.72758 0.27571
C -5.65517 -2.24231 -1.15903
O -4.40835 -1.44943 -1.26737
C -4.12281 -1.03147 -2.60882
N -6.16703 -1.60441 1.08821
H -7.09459 -4.44068 -0.19256
H -8.08877 -3.01479 0.11190
H -7.39845 -3.97134 1.41739
H -5.08040 -3.30352 0.55418
H -6.50176 -1.65681 -1.51763
H -5.77720 -3.13648 -1.77032
H -3.89721 -1.97427 -3.10715
H -3.26701 -0.36688 -2.72721
H -4.98923 -0.63447 -3.13778
H -7.05198 -1.14731 0.92081
H -5.41669 -0.99195 0.80189
C 0.58310 7.35321 2.46086
C 1.80673 6.89785 1.67559
C 3.05834 6.66104 2.60302
O 3.48302 7.82846 3.23961
C 4.16261 8.75170 2.34103
N 1.42347 5.68961 1.03091
H 0.06241 6.55798 2.99433
H -0.17876 7.66794 1.74769
H 0.78517 8.26452 3.02369
H 1.98926 7.59611 0.85876
H 3.87582 6.30395 1.97667
H 2.76295 5.90548 3.33101
H 3.37945 9.21776 1.74308
H 4.98859 8.33386 1.76548
H 4.64874 9.53886 2.91736
H 1.97700 5.51067 0.20526
H 0.47867 5.82124 0.69906
C 0.19791 3.03001 -4.45431
C 0.02272 1.48153 -4.47984
C 0.89078 1.00712 -5.69474
O 0.36317 1.60621 -6.91755
C 0.96880 1.06899 -8.04787
N 0.48744 0.78183 -3.32012
H 1.24202 3.31679 -4.32903
H -0.35820 3.48703 -3.63579
H -0.12361 3.50572 -5.38082
H -1.02267 1.24229 -4.67488
H 0.91445 -0.08102 -5.75392
H 1.92684 1.32137 -5.56854
H 0.57457 0.10252 -8.36192
H 2.05743 1.04866 -7.99731
H 0.71501 1.82612 -8.78979
H 0.08116 1.20495 -2.49793
H 0.13893 -0.15878 -3.43796
C 3.01460 0.78581 7.24120
C 2.79446 -0.17163 6.09788
C 1.45160 -0.98092 6.06173
O 1.45154 -1.79965 4.93716
C 0.23798 -2.51236 4.85617
N 2.85418 0.69986 4.92756
H 3.81744 1.52190 7.19969
H 3.09492 0.24338 8.18323
H 2.05379 1.27427 7.40351
H 3.53987 -0.96562 6.05262
H 0.60279 -0.32466 5.86951
H 1.29755 -1.50165 7.00683
H -0.47284 -2.03797 4.17957
H -0.27882 -2.78902 5.77512
H 0.38373 -3.45752 4.33317
H 2.82914 0.17102 4.06745
H 2.05123 1.31249 4.93567
C 0.99185 -5.53659 0.13989
C 1.78283 -6.04070 1.33354
C 3.30404 -5.86850 1.30010
O 3.94666 -6.90842 0.59924
C 5.38877 -6.86896 0.59800
N 1.16868 -5.26751 2.42266
H 1.27511 -6.01087 -0.79975
H 1.13506 -4.47411 -0.05692
H -0.09503 -5.55233 0.22072
H 1.47334 -7.03039 1.66944
H 3.66315 -5.81126 2.32765
H 3.58352 -4.88199 0.93025
H 5.70696 -6.03603 -0.02897
H 5.63606 -7.81188 0.11032
H 5.72791 -6.83025 1.63317
H 0.22589 -5.56890 2.62369
H 1.69513 -5.49022 3.25534
C -0.68499 5.71413 -2.00080
C -1.18482 7.17922 -2.01799
C -1.90388 7.56954 -3.34227
O -2.36239 8.87086 -3.30414
C -2.01932 9.70014 -4.46376
N -1.80340 7.42373 -0.76346
H 0.20131 5.55744 -2.61563
H -1.46815 5.06586 -2.39388
H -0.40403 5.41922 -0.98977
H -0.28469 7.78226 -1.89879
H -2.78986 6.94745 -3.46934
H -1.25629 7.41901 -4.20602
H -2.47111 10.68987 -4.39720
H -2.54020 9.26883 -5.31859
H -0.95573 9.73513 -4.69966
H -2.08088 8.38856 -0.87397
H -2.71698 6.99342 -0.74601
C -0.85717 4.09298 3.29047
C 0.42040 3.79423 4.11181
C 0.21392 2.84146 5.27201
O -0.92107 3.15470 6.09872
C -0.82120 4.37959 6.77675
N 1.51101 3.27443 3.29357
H -0.55755 4.73433 2.46162
H -1.62564 4.57446 3.89522
H -1.35669 3.18146 2.96227
H 0.72093 4.72839 4.58631
H 1.11039 2.77254 5.88819
H 0.10627 1.81788 4.91313
H -0.59015 5.27773 6.20397
H 0.02263 4.23223 7.45079
H -1.66865 4.59843 7.42639
H 1.36222 2.35015 2.91455
H 1.44341 3.80749 2.43836
C -3.80058 3.10756 1.22293
C -4.60496 2.04388 0.34086
C -4.64796 2.42444 -1.10299
O -3.33289 2.36977 -1.77537
C -3.29434 2.72025 -3.16281
N -4.05385 0.71071 0.64310
H -4.39371 4.01875 1.14526
H -2.81750 3.25877 0.77708
H -3.71773 2.75608 2.25138
H -5.61487 2.02468 0.75051
H -5.07827 3.39308 -1.35728
H -5.29822 1.70868 -1.60591
H -3.45218 3.79827 -3.19557
H -4.19102 2.32618 -3.64111
H -2.42628 2.42451 -3.75196
H -3.05927 0.88607 0.65547
H -4.12167 0.09583 -0.15529
C -3.60973 -2.59982 4.27744
C -4.44968 -1.46776 4.77100
C -3.78174 -0.13890 4.53082
O -4.45247 0.88624 5.27223
C -4.01322 0.92362 6.63212
N -5.78875 -1.53806 4.16021
H -4.12257 -3.54685 4.44549
H -2.67708 -2.63561 4.84044
H -3.34562 -2.44030 3.23202
H -4.59251 -1.62341 5.84034
H -3.86216 0.09539 3.46934
H -2.73566 -0.34057 4.76135
H -2.96626 1.20328 6.74948
H -4.21281 -0.00312 7.17009
H -4.46002 1.71172 7.23822
H -6.33418 -0.72724 4.41549
H -5.71342 -1.45931 3.15611
C -3.37004 -6.62609 -5.85048
C -2.35974 -7.11326 -4.77069
C -2.73396 -6.61990 -3.37826
O -2.65106 -5.21916 -3.21112
C -2.69940 -4.78980 -1.81581
N -2.31385 -8.55999 -4.86178
H -3.02159 -7.06523 -6.78528
H -3.42856 -5.53994 -5.92090
H -4.35084 -7.05644 -5.64818
H -1.36274 -6.76820 -5.04457
H -1.92122 -7.06211 -2.80207
H -3.66650 -7.07749 -3.04797
H -1.88553 -5.15979 -1.19225
H -3.55759 -5.16684 -1.25953
H -2.86669 -3.71366 -1.77067
H -2.08920 -8.79515 -5.81798
H -1.53680 -8.78859 -4.25843
C 3.65595 -1.75159 0.61674
C 3.55935 -1.74425 2.07435
C 4.67586 -0.94016 2.71535
O 5.97999 -1.44341 2.38017
C 6.99124 -0.40706 2.30665
N 2.21804 -1.18776 2.48171
H 3.02302 -2.55667 0.24347
H 4.65538 -2.00218 0.26116
H 3.44118 -0.82786 0.07945
H 3.76318 -2.77082 2.37885
H 4.59389 -1.00530 3.80031
H 4.55354 0.11436 2.46810
H 6.61965 0.46064 1.76156
H 7.88715 -0.80556 1.83058
H 7.30565 -0.03525 3.28185
H 2.08205 -1.32759 3.47270
H 1.53698 -1.74299 1.98375
C -2.66415 -5.53788 2.24040
C -2.89996 -6.96727 2.64957
C -3.08436 -7.85814 1.37786
O -1.96766 -7.64652 0.54552
C -1.73196 -8.79124 -0.33507
N -1.67606 -7.27744 3.43394
H -2.62351 -4.90279 3.12534
H -3.40331 -5.16948 1.52905
H -1.74595 -5.37975 1.67471
H -3.79822 -7.17160 3.23222
H -3.98140 -7.65840 0.79176
H -3.05793 -8.91315 1.65055
H -2.68772 -9.03074 -0.80120
H -1.28363 -9.60016 0.24175
H -1.09514 -8.56710 -1.19083
H -1.77476 -8.26636 3.61393
H -0.90607 -7.11399 2.80108
C 1.14914 -2.90890 -2.48748
C 0.61804 -2.61589 -3.91345
C 0.32085 -3.86106 -4.77216
O -0.25023 -3.39680 -6.01456
C -0.38021 -4.45123 -6.98289
N -0.63717 -1.93673 -3.57080
H 1.21505 -2.03348 -1.84141
H 2.08339 -3.46962 -2.51700
H 0.44534 -3.52018 -1.92259
H 1.20727 -1.86623 -4.44157
H -0.31964 -4.67615 -4.43526
H 1.26041 -4.35768 -5.01446
H 0.61930 -4.75451 -7.29448
H -0.90180 -4.14541 -7.88982
H -0.92848 -5.28907 -6.55215
H -0.86926 -1.50184 -4.45234
H -1.34156 -2.64469 -3.42007
C -0.40190 2.19862 -0.07291
C -0.29775 1.07219 0.97653
C -0.72710 -0.25610 0.29786
O -0.63192 -1.34370 1.21397
C -1.11438 -2.55500 0.70593
N 1.07982 1.00157 1.38305
H -0.60771 3.15997 0.39777
H -1.22712 2.04404 -0.76806
H 0.57018 2.34732 -0.54307
H -0.89263 1.18564 1.88281
H -0.15105 -0.48913 -0.59766
H -1.74415 -0.13684 -0.07563
H -1.96197 -2.22173 0.10708
H -1.41836 -3.17606 1.54854
H -0.33341 -2.97388 0.07133
H 1.50497 0.83675 0.48184
H 1.33501 0.13718 1.83893
C 5.62356 1.46526 -2.08540
C 4.44074 1.34123 -2.99355
C 4.45434 0.10280 -3.90731
O 4.55228 -1.10015 -3.18825
C 4.59908 -2.30808 -3.95015
N 3.20202 1.43059 -2.15355
H 6.56391 1.36532 -2.62747
H 5.68910 0.80475 -1.22081
H 5.63921 2.50638 -1.76302
H 4.40735 2.19270 -3.67326
H 5.28863 0.12007 -4.60856
H 3.56189 0.22834 -4.52041
H 4.71931 -3.08087 -3.19092
H 5.46213 -2.29587 -4.61581
H 3.67528 -2.51764 -4.48939
H 3.30036 0.64735 -1.52349
H 2.44011 1.15571 -2.75689
C 3.18613 6.37160 -2.46686
C 3.67171 5.00343 -1.96544
C 4.69052 5.10296 -0.82043
O 5.87990 5.40829 -1.38021
C 6.87856 5.89541 -0.47058
N 2.46481 4.31218 -1.47173
H 4.07105 6.93408 -2.76459
H 2.72712 6.93214 -1.65248
H 2.49049 6.19974 -3.28822
H 4.10252 4.31088 -2.68854
H 4.81881 4.16398 -0.28195
H 4.38559 5.87175 -0.11044
H 7.25522 5.07908 0.14573
H 6.49206 6.69167 0.16557
H 7.69351 6.18588 -1.13359
H 2.68327 3.37045 -1.17929
H 1.88713 4.02674 -2.24949

=====

Record 2
DFT (the ωB97M-V functional and the def2-TZVPD basis) results for 7 unconnected molecules or ions with the total composition C27H44N6O3 in a non-equilibrium geometry.

Computed properties:
E = -43781.064 eV
Energy above the lowest of the compared OMol25 structures with the same formula, charge and spin = 207.7 kJ/mol
HOMO-LUMO gap = 7.97 eV
LUMO level = 0.1072 eV

Cartesian coordinates (Å):
C 2.75859 0.34940 -4.96841
O 3.30859 0.55140 -3.68041
C 2.80259 -0.19360 -2.62241
C 3.39859 0.43540 -1.19441
N 3.14759 -0.36960 -0.09341
H 2.07959 -0.45760 -0.04241
H 3.64959 -1.41760 -0.20841
C 3.62359 0.18240 1.25759
C 2.64959 -0.33360 2.43059
O 3.13159 0.45640 3.54259
C 2.36859 0.10740 4.74959
H 3.35559 0.76940 -5.75041
H 1.87759 1.04740 -4.98841
H 2.57559 -0.56560 -5.21241
H 3.16859 -1.38560 -2.75641
H 1.71259 0.04840 -2.75641
H 3.00559 1.43240 -1.03041
H 4.52359 0.55140 -1.19941
H 3.52659 1.30940 1.08659
H 4.61859 -0.01960 1.60359
H 2.46559 -1.32660 2.65759
H 1.52059 -0.04260 2.26259
H 1.19659 0.28740 4.96359
H 2.70459 0.63240 5.58959
H 2.57159 -0.99760 4.86759
C -0.08841 -0.35160 -0.56141
O 0.79059 -1.36860 -0.16441
H -0.53041 -0.57860 -1.52941
H 0.54559 0.37340 -0.83841
H -0.90041 -0.19260 0.15059
N 0.60559 -3.27260 -2.21541
C 0.82959 -4.60960 -1.97641
C 0.88859 -5.21560 -3.19041
C 0.65459 -4.10560 -4.25041
C 0.40659 -2.96660 -3.57841
H 0.59659 -2.46160 -1.42541
H 0.87159 -4.94460 -0.91141
H 0.78259 -6.34660 -3.38841
H 0.41759 -4.35860 -5.19941
H 0.25559 -2.11960 -3.96541
N -0.44741 -2.29460 2.08559
C 0.22759 -3.50860 2.52259
C -0.23341 -3.71960 3.89459
C -1.31141 -2.64660 4.20159
C -1.34241 -1.94160 3.13659
H -0.06541 -1.74360 1.42859
H 0.92459 -4.08060 1.90759
H -0.05141 -4.46360 4.45659
H -1.87041 -2.52960 5.16359
H -1.90941 -1.12260 2.84059
N -3.16241 1.47940 2.12959
C -1.74441 1.47540 2.49859
C -1.64741 2.03440 3.68459
C -3.00741 2.23040 4.24459
C -3.88341 1.97240 3.13959
H -3.39941 1.03940 1.17859
H -0.95741 1.27340 1.66059
H -0.70741 2.09540 4.13959
H -3.39141 2.72340 5.18959
H -4.89841 2.05740 3.07959
N -0.43241 4.68440 -1.29341
C 0.26359 5.25140 -2.38041
C 0.86859 4.30740 -3.17341
C 0.43559 2.94840 -2.47141
C -0.31741 3.25740 -1.28241
H -0.88941 5.13140 -0.54241
H 0.48659 6.44540 -2.36541
H 1.23059 4.38140 -4.11341
H 0.48359 1.90640 -2.98941
H -0.86041 2.74540 -0.59041
N -4.88541 0.05140 -0.04641
C -3.72841 0.16840 -0.91041
C -3.79941 1.34240 -1.61841
C -5.10441 2.06040 -0.91641
C -5.51941 1.27940 0.03759
H -5.25941 -0.71360 0.47559
H -2.90041 -0.65260 -0.91541
H -3.25341 1.74840 -2.33341
H -5.32141 3.26740 -0.97841
H -6.48641 1.52740 0.36159

=====

Record 3
DFT (the ωB97M-V functional and the def2-TZVPD basis) results for 10 unconnected molecules or ions with the total composition C25H29Cl4F6O24 in a non-equilibrium geometry.

Computed properties:
E = -141934.107 eV
Total charge = -1
HOMO-LUMO gap = 9.75 eV
LUMO level = 1.8477 eV

Cartesian coordinates (Å):
O 0.13150 -0.00205 -0.85643
C -0.51550 -0.09108 0.30053
O 0.18584 -0.05081 1.34243
O -1.74351 -0.13395 0.32509
H 0.98351 0.21304 -0.46377
C 3.50422 -1.54926 -0.80435
C 3.33094 -2.59853 -1.84971
C 3.06110 -2.08534 -3.29529
O 4.17990 -2.68410 -3.98844
C 4.87730 -3.47960 -3.22057
O 5.81657 -4.17784 -3.54494
O 4.54838 -3.20941 -1.98279
H 4.01910 -1.94395 0.07166
H 2.51534 -1.22382 -0.47964
H 4.10175 -0.69378 -1.11987
H 2.65661 -3.42212 -1.61272
H 3.24852 -1.01263 -3.32742
H 2.09826 -2.45213 -3.64846
C -3.44636 2.53225 1.15561
Cl -3.23286 3.12511 2.82625
Cl -4.45211 3.64174 0.25991
H -2.48411 2.42453 0.65640
H -3.89508 1.54087 1.20169
C -1.82728 -2.69769 -1.98536
Cl -3.19026 -3.85557 -1.92638
Cl -0.26104 -3.49746 -1.77188
H -1.87191 -2.04466 -2.85520
H -1.95170 -2.12483 -1.06707
C 0.48992 3.51448 1.24612
C -0.29678 4.82218 1.49353
O -0.89424 5.10462 0.24616
C -0.40171 4.29417 -0.71223
O -0.78340 4.27545 -1.89154
O 0.51083 3.48464 -0.16883
F 0.58844 5.75461 1.86838
H -0.00960 2.66691 1.71692
H 1.50100 3.46438 1.64934
H -0.98390 4.78422 2.33873
C -1.41903 0.22858 3.84010
C -0.41076 -0.54574 4.62565
O -1.23367 -1.06532 5.63269
C -2.34740 -0.39776 5.78012
O -3.17254 -0.58455 6.70026
O -2.41720 0.48608 4.81533
F 0.43702 0.28227 5.25787
H -1.87585 -0.35319 3.03924
H -1.11220 1.16807 3.38251
H 0.14863 -1.27756 4.04389
C -2.38507 1.41396 -2.83673
C -3.55064 0.68172 -2.23122
O -3.73948 -0.40799 -3.07581
C -3.32746 0.02741 -4.33435
O -3.51650 -0.54783 -5.35779
O -2.57800 1.11410 -4.19347
F -4.62755 1.44723 -2.28911
H -1.50665 0.82844 -2.56262
H -2.33832 2.46657 -2.56087
H -3.49195 0.40377 -1.17897
C -2.76425 -3.05977 2.15317
C -3.38966 -4.25608 1.59006
O -3.74179 -5.06197 2.72006
C -3.11934 -4.57905 3.77288
O -3.12454 -5.09068 4.86921
O -2.33741 -3.51773 3.44617
F -2.55499 -4.94675 0.80185
H -3.57056 -2.38484 2.44286
H -2.01624 -2.57938 1.52355
H -4.26337 -3.98824 0.99580
C 1.14129 2.62395 -4.17698
C 1.76147 1.26846 -3.86758
O 3.08254 1.43404 -4.34432
C 3.09260 2.36838 -5.25461
O 4.02534 2.58264 -5.98433
O 1.92126 3.02114 -5.32139
F 1.09890 0.36018 -4.58517
H 1.50942 3.27560 -3.38359
H 0.06219 2.70209 -4.29850
H 1.76363 0.93682 -2.82963
C 3.31080 -0.64933 2.49862
C 2.88774 0.54045 3.36627
O 3.48691 1.63477 2.64476
C 4.65520 1.13335 2.06632
O 5.62768 1.79160 1.63683
O 4.59492 -0.24507 2.04141
F 3.38188 0.48544 4.61286
H 2.66929 -0.88164 1.64913
H 3.35974 -1.53321 3.13467
H 1.80633 0.63397 3.45703

=====

Record 4
DFT (the ωB97M-V functional and the def2-TZVPD basis) results for 2 unconnected molecules or ions with the total composition H5NO3Si in a non-equilibrium geometry.

Computed properties:
E = -15593.924 eV
Energy above the lowest of the compared OMol25 structures with the same formula, charge and spin = 235.3 kJ/mol
SMILES = O=[Si](O)O.N
HOMO-LUMO gap = 10.59 eV
LUMO level = -0.1916 eV

Cartesian coordinates (Å):
N 2.39843 -0.44273 0.06571
O -0.29191 0.50742 -0.06702
O -2.03512 -1.68813 -0.01881
O -2.77495 1.02148 0.11885
Si -1.74943 -0.21432 0.08500
H 1.94896 -0.94899 0.82434
H 2.41989 0.54660 0.08925
H 0.60313 0.17500 0.09099
H 2.03279 -0.82382 -0.80542
H -2.55178 1.86749 -0.38288